Computed, not measured: a molecular structure, C27H38InNO in a non-equilibrium geometry, with ωB97M-V/def2-TZVPD.

Values from the calculation:
* HOMO-LUMO gap (alpha / beta): 3.9 / 1.7 eV
* energy: -37320.57220 eV
* lowest unoccupied orbital energy (alpha / beta): 0.1643 / 0.1659 Eh

Structure (ORCA input):
```
! RIJCOSX wB97M-V def2-TZVPD def2/J DEFGRID3
* xyz -2 1
H 0.254 2.192 -4.360
H -1.595 -0.101 -6.065
C -0.043 0.073 -4.587
H -0.876 -1.908 -1.130
C 2.169 2.170 -1.621
H 1.673 -1.100 -5.398
C -0.090 -2.404 -0.533
C -1.497 0.134 -4.998
C -1.454 2.071 0.325
H 0.069 -1.875 -5.683
H -0.065 3.498 5.144
H 0.692 1.525 -5.959
H 1.761 1.258 -4.557
C -0.976 -1.500 6.090
N -0.093 -0.692 1.263
H 2.929 -0.960 -0.635
H -1.372 2.435 1.356
C 1.921 2.245 -0.219
H 0.831 -2.832 2.736
C 0.717 1.340 -4.876
H -1.770 2.463 -2.993
H -0.182 -1.667 6.826
H 0.924 -2.136 -0.871
C -0.511 -1.049 3.670
C 0.595 -1.598 -3.572
H -1.891 1.139 -4.825
C -1.696 -2.595 1.235
H 1.804 -2.600 1.268
H 1.578 2.911 5.337
In 0.115 0.375 -0.549
C -2.238 0.866 -1.506
C -0.541 -0.597 4.983
H -1.709 -3.692 1.144
H -2.639 0.153 0.605
H -0.109 -2.413 -3.363
H -2.821 0.152 -2.093
H -2.375 -2.165 0.481
H -1.834 -1.114 6.650
H 2.389 0.717 1.399
C 0.295 1.565 4.232
H 0.615 1.752 2.117
H 2.146 3.013 -2.306
C -0.267 -2.130 0.953
O 0.054 -0.304 -3.155
C 2.580 0.850 -1.944
C -1.690 2.096 -1.969
H -0.820 -2.082 3.516
C 0.734 2.943 4.630
C -2.130 0.852 -0.069
H -1.264 -2.483 5.713
H -0.216 -3.482 -0.670
H -0.797 3.839 -0.884
H 1.050 3.547 3.782
H 0.675 -3.992 1.409
C -0.112 -0.242 2.570
H 1.571 -1.771 -3.104
H -2.097 -0.585 -4.428
H -0.157 1.078 6.301
C -1.199 2.825 -0.860
H 2.991 0.525 -2.894
C 0.827 -2.932 1.648
C 0.291 1.085 2.917
C 2.535 0.047 -0.755
H -2.093 -2.316 2.211
C 2.203 0.941 0.343
H 1.718 3.146 0.352
C 0.651 -1.220 -5.037
C -0.142 0.716 5.261
*
```